(1)
{
  "formula": "C12H20BCl10F10NO4S2Sn",
  "method": "ωB97M-V/def2-TZVPD",
  "species": ["B", "C", "Cl", "Cl", "H", "O", "S", "H", "H", "C", "Cl", "H", "H", "H", "C", "C", "H", "F", "Cl", "C", "F", "F", "F", "O", "Cl", "F", "C", "H", "N", "H", "C", "H", "S", "C", "F", "Cl", "C", "H", "Cl", "F", "C", "Cl", "C", "Sn", "H", "F", "C", "H", "H", "H", "F", "Cl", "F", "H", "H", "H", "O", "H", "O", "H", "Cl"],
  "positions_angstrom": [[0.897655, 0.602090, 0.900789], [3.078399, -1.695652, -4.635139], [0.617877, -4.356627, -0.699499], [-0.127247, 5.647948, 4.019793], [-0.486521, 2.161530, 2.824502], [1.807948, 2.384236, -2.955871], [1.622216, -0.750223, -3.824300], [0.289679, 3.511915, 4.656847], [-3.338561, 1.239974, -2.390570], [3.339042, -2.836298, 2.827835], [5.021515, -3.251594, 3.196808], [-2.170592, 0.376887, 2.877324], [3.310548, -2.232758, 1.918232], [-3.300701, -0.404347, 1.749981], [-2.543550, 2.081551, -0.553530], [0.156740, -2.628560, -0.513951], [-4.039306, 2.777969, -1.926460], [2.633470, -2.882349, -5.047643], [-2.447091, 3.254183, 3.446443], [-1.151823, -2.232044, -1.141502], [0.821831, 1.079092, -0.445351], [1.852084, -0.445172, 0.917742], [-0.038849, 2.355155, -6.009655], [2.126769, -0.542761, -2.455967], [-1.428051, -1.797211, 4.687677], [0.389926, 4.021459, -4.660739], [-2.025831, -1.731011, 3.013027], [2.972235, -2.087572, 3.534699], [1.555924, 0.592212, -4.685242], [-1.203851, -1.831900, 2.313468], [-2.827828, -0.475847, 2.724941], [-2.000153, 1.146061, -0.427088], [0.765761, 1.613102, -3.603933], [0.242420, 3.938146, 3.656431], [-1.402584, 2.838022, -4.410987], [-4.135366, -0.253615, 3.918396], [-0.773826, 3.207304, 2.825698], [1.377801, -3.652591, 2.599623], [-1.480776, 3.358569, -1.141896], [3.489678, -1.039478, -5.711865], [-3.684967, 1.824000, -1.539881], [2.379141, -4.892582, 4.313957], [-0.133765, 2.814129, -4.776340], [3.573588, 1.574456, -0.464196], [-0.810262, 3.555679, 1.795549], [1.443838, 1.684591, 1.652119], [2.390897, -4.008627, 2.776906], [0.026115, -2.490821, 0.559913], [-1.188887, -2.524513, -2.185254], [-2.675699, -2.598389, 2.916343], [4.037678, -1.945794, -3.754635], [-2.552557, -2.907348, -0.259686], [-0.331991, 0.236329, 1.352207], [-1.179594, -1.152392, -0.993972], [1.231255, 3.907451, 3.208135], [1.034816, -2.080910, -0.833380], [0.496708, -1.625261, -3.933394], [2.664517, -4.673265, 1.960625], [-0.256478, 1.050445, -2.783445], [-2.965749, 2.365039, 0.409680], [-4.945617, 0.827986, -0.790318]],
  "atomic_forces_ev_per_a": [[-0.58, 0.22, -0.24], [-1.57, -0.40, -0.50], [-0.19, 0.01, -0.13], [-0.07, 0.20, -0.41], [-0.03, -0.03, -0.03], [0.90, 0.88, 1.18], [1.17, -1.11, -0.27], [0.11, -0.32, -0.15], [0.17, 0.12, 0.01], [-0.71, 1.22, 0.09], [0.00, 0.01, -0.07], [-0.12, 0.12, -0.18], [0.14, -0.66, -0.41], [0.26, -0.43, -0.17], [-0.93, -0.96, 0.10], [0.00, -0.68, 1.04], [-0.53, -0.13, 0.24], [-0.15, 0.06, 0.07], [0.19, 0.11, 0.10], [0.66, 0.15, -0.03], [1.41, 0.16, 0.40], [0.66, 0.44, -0.20], [0.03, 0.36, -0.18], [0.46, 0.31, 0.40], [0.37, 0.19, -0.08], [0.02, 0.10, -0.23], [-1.09, -0.48, -0.36], [0.28, -0.40, 0.55], [-1.44, 0.41, 2.13], [0.12, 0.11, 0.11], [0.53, 0.61, 0.86], [0.33, 0.24, 0.05], [0.71, -0.35, -1.58], [-0.21, 0.17, 1.03], [-0.08, 0.15, -0.08], [-0.29, -0.07, -0.01], [-0.12, -0.09, -0.34], [0.01, 0.07, 0.00], [0.16, 0.34, 0.09], [0.71, 0.15, 0.35], [0.83, 0.18, -0.47], [-0.04, -0.12, 0.02], [0.31, -0.82, 0.49], [-3.76, -1.24, -0.99], [0.03, 0.10, 0.02], [0.96, 0.05, -0.34], [0.26, 0.12, -0.38], [0.28, 0.05, 0.01], [-0.25, 0.18, -0.04], [0.10, -0.07, -0.11], [0.39, 0.68, -0.13], [0.11, -0.06, -0.15], [0.26, -0.14, -0.02], [-0.29, 0.06, -0.44], [-0.07, -0.09, -0.17], [-0.32, 0.34, -0.39], [0.09, 0.03, 0.05], [-0.03, -0.22, 0.17], [-0.18, -0.23, -0.43], [0.16, 0.21, 0.00], [-0.13, 0.19, 0.17]],
  "homo_energy_ev": -10.19,
  "gap_ev": 4.66,
  "lumo_energy_ha": -0.2032
}

(2)
{
  "formula": "C2H3O3Si",
  "method": "ωB97M-V/def2-TZVPD",
  "species": ["H", "O", "H", "C", "O", "Si", "H", "O", "C"],
  "positions_angstrom": [[-0.097543, 0.504430, -2.325031], [-2.190640, 0.322079, 0.194247], [0.945501, -1.059636, -1.606867], [-0.949383, 0.328985, 0.308572], [0.822348, -0.765235, 0.858581], [0.389041, 0.116388, -0.985977], [1.580152, 0.770458, -0.577831], [-0.420248, -0.017607, 2.650227], [-0.079228, -0.199863, 1.484079]],
  "atomic_forces_ev_per_a": [[-0.47, 1.12, -0.40], [2.61, 0.35, 0.59], [0.14, -1.42, 0.01], [-3.30, -0.72, -0.50], [1.96, -1.68, 0.20], [0.58, -0.53, -0.99], [0.95, 1.51, -0.25], [1.03, -0.58, 0.15], [-3.50, 1.96, 1.19]],
  "homo_energy_ev": -4.19,
  "gap_ev": 8.27,
  "lumo_energy_ha": 0.1498,
  "relative_energy_ev": 0.1637,
  "total_charge": -1
}

(3)
{
  "formula": "CH6NO2",
  "method": "ωB97M-V/def2-TZVPD",
  "species": ["O", "N", "O", "H", "H", "H", "H", "H", "C", "H"],
  "positions_angstrom": [[0.666072, -0.109456, 0.059172], [-0.820568, 1.457626, -1.355227], [-0.102423, -1.520769, 2.219711], [-0.860433, 1.901978, -0.423704], [-1.763294, 1.029991, -1.435044], [1.208369, 0.650102, -1.774676], [0.804075, -1.636687, 2.371897], [-0.076027, -0.372959, -1.945633], [0.298382, 0.357363, -1.175537], [0.131805, -0.878185, 1.515895]],
  "atomic_forces_ev_per_a": [[-1.05, 1.04, -1.35], [0.53, -0.45, 1.35], [-1.07, 0.46, -0.04], [0.13, -0.04, -0.54], [1.03, -0.10, 0.10], [-0.40, 0.96, 0.62], [2.18, -1.17, 1.25], [-0.34, -0.56, 0.70], [0.27, -0.81, -0.61], [-1.27, 0.67, -1.49]],
  "homo_energy_ev": -2.93,
  "gap_ev": 7.67,
  "lumo_energy_ha": 0.1740,
  "relative_energy_ev": 0.7488,
  "total_charge": -1
}

(4)
{
  "formula": "C13H14ClIIrN2O8P2",
  "method": "ωB97M-V/def2-TZVPD",
  "species": ["H", "C", "O", "O", "P", "H", "H", "H", "C", "C", "C", "O", "N", "Cl", "C", "C", "Ir", "O", "H", "H", "C", "O", "C", "H", "H", "O", "P", "H", "H", "H", "O", "H", "N", "C", "C", "O", "I", "C", "C", "C", "H", "H"],
  "positions_angstrom": [[0.292853, -5.017814, -0.280159], [2.791238, 1.302989, -0.178312], [-1.568453, -2.204053, -2.786659], [-1.636209, 0.005494, -0.740307], [-0.644290, -3.031731, -0.354031], [-0.967193, 4.956468, -0.302672], [-2.643661, -2.099526, 1.094867], [-0.427564, -0.275786, 4.566070], [4.173319, 1.647206, -0.088324], [-3.075919, -3.704673, -1.583490], [0.013834, -1.056234, 3.947618], [-3.263938, -1.460429, 0.646254], [0.240299, -0.248271, 1.498399], [4.096823, 5.611974, 0.049581], [1.150761, 4.666770, -0.165880], [2.179947, 3.710351, -0.127320], [0.362450, -0.060941, -0.403205], [0.494026, -2.043044, -0.714920], [1.388152, 5.721033, -0.121557], [5.581159, 3.256659, 0.049363], [3.590358, 4.000776, -0.036286], [-3.880178, -0.490577, -1.578828], [0.138979, -0.592068, 2.581766], [-0.626941, -1.938858, 3.943299], [-4.761538, -0.867039, -1.444047], [-0.192878, -4.440254, -0.884482], [-2.701237, -1.087061, -0.757405], [-0.740274, -2.646220, -3.012071], [0.999159, -1.320264, 4.329947], [-2.626588, -4.591871, -2.026404], [-1.133926, -2.964058, 1.050485], [-3.893505, -3.383696, -2.229055], [0.522433, 1.971985, -0.288707], [-0.154682, 4.245201, -0.266013], [-2.018618, -2.602687, -1.502828], [2.381666, 0.097154, -0.260530], [5.574944, 0.160925, -0.077387], [4.535654, 2.987836, -0.017891], [-0.443669, 2.880306, -0.326147], [1.815347, 2.370589, -0.190538], [-1.454043, 2.502514, -0.410925], [-3.468078, -3.969062, -0.601264]],
  "atomic_forces_ev_per_a": [[-0.01, -0.01, 0.00], [0.02, -0.02, 0.01], [0.09, 0.12, 0.04], [-0.02, 0.02, 0.02], [-0.02, 0.01, -0.03], [0.00, 0.00, 0.00], [0.03, -0.02, -0.01], [0.00, -0.01, 0.00], [0.00, 0.00, 0.00], [0.02, -0.01, 0.00], [-0.04, 0.01, -0.01], [-0.04, 0.01, 0.01], [0.01, -0.01, -0.06], [0.00, 0.00, 0.00], [0.01, 0.00, 0.00], [-0.01, 0.01, -0.01], [0.03, -0.03, 0.05], [0.01, -0.02, 0.01], [0.00, 0.00, 0.00], [0.00, 0.00, 0.00], [0.00, 0.00, 0.02], [0.00, 0.02, -0.03], [0.04, 0.01, 0.01], [0.01, -0.01, 0.01], [0.00, 0.00, 0.01], [0.01, 0.01, 0.02], [-0.01, -0.01, 0.00], [-0.07, -0.08, -0.05], [0.00, 0.00, 0.00], [0.00, 0.00, 0.00], [0.01, -0.01, 0.00], [0.00, 0.00, 0.00], [-0.01, 0.08, -0.01], [-0.01, 0.00, 0.00], [-0.01, -0.07, 0.01], [-0.02, 0.01, -0.02], [0.00, 0.00, 0.00], [-0.01, 0.00, -0.01], [0.01, -0.01, 0.01], [-0.01, -0.01, 0.00], [0.00, 0.01, 0.00], [0.00, 0.00, 0.00]],
  "homo_energy_ev": [-14.65, -15.14],
  "s2": 0.7763,
  "gap_ev": [7.07, 6.05],
  "multiplicity": 2,
  "lumo_energy_ha": [-0.2788, -0.3341],
  "relative_energy_ev": 0.6164,
  "total_charge": 2
}

(5)
{
  "formula": "C31H56BiNS4Se2Si3",
  "method": "ωB97M-V/def2-TZVPD",
  "species": ["Si", "H", "C", "H", "C", "H", "C", "C", "H", "H", "H", "H", "C", "H", "H", "H", "Se", "H", "H", "H", "H", "C", "H", "H", "C", "C", "H", "H", "S", "S", "C", "H", "C", "H", "H", "H", "C", "H", "H", "H", "C", "H", "H", "Se", "H", "H", "H", "H", "S", "H", "H", "H", "C", "H", "C", "H", "H", "C", "C", "C", "H", "C", "C", "C", "C", "C", "C", "H", "H", "H", "H", "H", "H", "C", "H", "S", "H", "Si", "H", "H", "Bi", "H", "C", "H", "C", "C", "H", "C", "H", "Si", "C", "N", "H", "H", "C", "H", "C", "H"],
  "positions_angstrom": [[-1.729435, 2.082104, -0.701495], [1.995601, 0.351409, -1.564569], [-4.308994, 3.019969, -1.355861], [-3.398627, -2.539681, 4.471619], [3.632433, 5.059983, -0.055973], [-2.244945, 3.491886, 1.256465], [-1.789369, 2.509554, 1.111488], [4.671940, 1.750564, -0.105346], [-1.219448, -5.971957, -1.943284], [1.750796, -3.782611, -3.709586], [3.917297, 5.892473, 0.592069], [0.238862, 3.279108, -1.526554], [-4.150214, 0.611200, -1.330696], [2.871606, 0.110411, 3.245549], [4.953177, 2.525621, 0.593869], [1.606694, -4.843785, 0.432248], [-0.016367, -3.789746, -1.914027], [-1.671069, -2.279165, 4.714809], [-1.383008, -5.187776, -3.528071], [-3.286651, -3.112552, -0.031957], [2.865071, 0.148379, 1.489141], [-5.672007, 2.946732, -1.588190], [-0.163411, -5.348424, 1.806016], [-4.469005, -2.087207, -3.061876], [-3.530407, 1.864442, -1.220507], [0.124359, -0.217125, 3.949248], [0.747831, 0.268574, 4.704520], [-3.845201, 3.997435, -1.270976], [-0.745333, -3.009583, 1.904106], [-2.570541, -0.679277, 3.203731], [-0.692322, -5.423522, -2.721055], [-2.806381, -2.689150, -3.105567], [2.546907, -1.816008, 2.365643], [-3.007585, -3.686734, 2.364719], [0.287589, 4.766758, 0.333361], [0.235306, -1.299593, 4.042447], [-1.319058, 0.193226, 4.186771], [-6.023926, -0.408432, -1.642573], [3.086515, 5.473685, -0.907358], [4.228821, 3.009315, 2.578875], [5.661613, 0.936799, -0.622362], [-1.003506, 3.144901, -2.810810], [1.522297, 1.360886, -3.362410], [-0.220522, -0.491415, -3.460046], [0.550966, -4.549106, 3.207101], [0.187030, -3.275322, -4.371572], [2.488057, -4.652755, 1.938761], [3.501229, 4.541749, 3.062119], [0.694537, 0.340020, 2.329700], [4.544081, 4.608014, -0.445972], [-3.895971, -1.777729, 0.960507], [-1.883160, -4.363901, 3.536878], [-0.830629, 3.327457, -1.749884], [6.689107, 1.104692, -0.317466], [-2.456513, -2.336635, 3.961561], [6.151688, -0.723665, -1.915813], [-2.408598, 1.770104, 1.627009], [5.371408, -0.091789, -1.513600], [2.384382, -0.300510, 2.358702], [-3.418418, -1.794873, -2.982475], [-7.354283, 1.639144, -1.858526], [0.945069, 4.740476, 1.202605], [1.312776, -1.710520, -3.395540], [-6.288116, 1.705700, -1.682774], [3.293665, 1.610358, -0.461111], [-2.138064, -3.461542, 2.979391], [-5.530457, 0.553700, -1.555565], [1.952220, -2.266568, 3.162002], [0.391974, 4.313407, 2.039080], [-1.456901, 1.252416, 3.961967], [-6.255329, 3.852996, -1.689047], [-3.201390, -1.106479, -3.799204], [-0.795311, 2.512337, 1.552794], [1.652423, -4.266367, 1.354196], [1.852080, -1.522972, -2.466574], [2.079262, -2.599994, 0.789640], [0.133773, -6.026553, -3.090875], [-3.178743, -1.003181, -1.295242], [0.009744, 1.879703, -4.161015], [3.787169, -1.106440, -2.522556], [-0.641069, -0.337680, -0.689068], [3.597527, -2.044792, 2.553759], [3.042139, 0.518478, -1.338915], [1.944963, -1.412503, -4.233885], [-3.887525, -2.200143, -0.043021], [3.296130, 3.575891, 2.593130], [1.186799, 5.772731, 1.467160], [4.038775, -0.290669, -1.851580], [-4.912410, -2.465174, -0.313099], [2.549559, 3.812402, 0.866234], [0.875852, -3.154950, -3.534097], [2.280501, 2.376053, -0.005843], [-1.576279, 0.049003, 5.237618], [2.593119, 3.037254, 3.233870], [0.343690, -4.443124, 2.140678], [-1.186371, 4.335485, -1.524819], [0.742046, 1.084062, -4.067982], [1.154412, 0.840632, -5.044888]],
  "atomic_forces_ev_per_a": [[-0.08, -0.09, 0.03], [0.00, -0.06, -0.11], [0.00, -0.02, -0.01], [0.00, -0.03, 0.01], [0.00, -0.04, 0.00], [-0.01, 0.03, 0.00], [0.01, 0.02, 0.08], [-0.02, -0.01, -0.06], [0.00, 0.00, -0.02], [-0.01, 0.03, 0.02], [0.00, 0.03, 0.02], [0.03, -0.03, -0.01], [0.01, 0.00, 0.00], [0.04, 0.02, -0.01], [0.04, 0.04, 0.00], [0.02, 0.04, -0.01], [-0.09, -0.04, -0.12], [-0.01, 0.00, 0.02], [0.00, -0.01, 0.00], [0.00, -0.01, 0.02], [0.03, 0.02, -0.03], [-0.02, 0.00, 0.00], [0.02, -0.04, 0.03], [-0.03, -0.01, -0.02], [0.00, 0.06, -0.02], [0.01, 0.00, -0.02], [0.02, -0.05, 0.03], [0.01, 0.02, 0.00], [-0.02, -0.01, -0.07], [0.05, -0.09, -0.02], [-0.03, 0.00, 0.02], [0.03, -0.04, 0.00], [0.02, -0.06, -0.05], [-0.04, -0.01, -0.04], [-0.02, 0.02, -0.02], [-0.02, 0.02, -0.01], [-0.07, 0.00, 0.05], [-0.02, -0.03, 0.00], [-0.03, 0.00, -0.02], [0.02, 0.00, 0.02], [-0.01, 0.01, 0.02], [0.00, 0.03, 0.00], [-0.02, -0.02, 0.00], [-0.04, 0.00, -0.16], [-0.03, 0.03, 0.01], [0.01, -0.02, 0.01], [-0.01, -0.06, -0.02], [-0.01, 0.03, 0.03], [0.04, 0.07, -0.01], [0.06, -0.02, -0.01], [0.01, 0.02, 0.04], [-0.01, -0.02, 0.00], [0.00, 0.06, 0.00], [0.00, 0.01, 0.00], [0.03, 0.05, 0.01], [0.00, 0.00, 0.00], [-0.02, 0.01, 0.01], [0.03, -0.03, -0.02], [-0.05, -0.03, -0.06], [0.07, 0.01, -0.02], [-0.01, 0.00, 0.00], [-0.01, -0.03, -0.02], [-0.01, 0.00, 0.01], [-0.01, 0.01, 0.00], [0.02, 0.05, 0.13], [0.01, 0.08, -0.01], [0.04, 0.02, -0.03], [-0.01, -0.02, -0.03], [-0.05, -0.04, 0.04], [-0.01, -0.01, -0.02], [-0.01, 0.01, 0.00], [0.00, 0.00, 0.00], [0.03, 0.05, 0.00], [0.11, -0.02, -0.03], [-0.07, -0.07, -0.08], [0.01, 0.12, 0.06], [-0.01, -0.01, 0.00], [-0.07, 0.02, 0.07], [0.02, 0.00, -0.03], [0.07, 0.03, 0.02], [0.05, -0.05, 0.12], [0.00, 0.00, 0.05], [-0.07, 0.05, 0.07], [-0.02, -0.02, 0.04], [0.01, -0.03, 0.01], [0.04, -0.02, -0.02], [0.01, 0.04, 0.01], [0.06, -0.05, 0.00], [-0.04, 0.00, -0.01], [0.01, -0.01, 0.05], [0.05, 0.00, -0.01], [-0.02, -0.05, -0.09], [0.01, 0.04, 0.00], [-0.05, -0.03, 0.00], [-0.02, 0.10, 0.08], [-0.01, 0.04, 0.00], [0.01, 0.02, 0.06], [0.02, 0.02, 0.02]],
  "homo_energy_ev": -5.67,
  "gap_ev": 5.26,
  "lumo_energy_ha": -0.0150,
  "relative_energy_ev": 0.3511
}

Number 1: E_tot -7461.1467 hartree, largest force on an atom 0.0793 Eh/bohr. Number 2: E_tot -593.2409 hartree, largest force on an atom 0.0813 Eh/bohr. Number 3: E_tot -246.9217 hartree, largest force on an atom 0.0539 Eh/bohr. Number 4: E_tot -2759.8187 hartree, largest force on an atom 0.0030 Eh/bohr. Number 5: E_tot -8748.3138 hartree, largest force on an atom 0.0032 Eh/bohr.